Entry 1:
68
Properties=species:S:1:pos:R:3:forces:R:3 method="wB97M-V/def2-TZVPD" molar_mass_g_mol=807.5 homo_energy_ha="0.026 / -0.039" fmax_ev_per_a=6.13 orbital_gap_ev="3.661 / 5.433" multiplicity=6 lumo_ev="4.3813 / 4.3783" total_charge=-2 energy_ha=-4225.640738
Ir 1.0706 -0.8792 1.8369 -2.60 -3.35 -4.43
O 5.1641 0.6709 1.6972 -0.38 0.07 0.09
S 3.9074 0.8620 0.9827 0.64 -0.10 -0.79
O 3.8165 2.1124 0.2391 -0.11 -0.09 0.30
N 2.6174 0.5210 1.8257 -0.28 0.13 1.00
C 2.2489 1.1599 3.0256 0.20 0.74 0.88
C 2.9746 2.3011 3.4203 -0.01 0.14 0.14
C 2.7181 3.0049 4.5837 -0.08 -0.20 -0.12
C 1.6984 2.5923 5.4128 0.23 0.18 -0.09
C 0.9184 1.4737 5.0775 0.14 0.31 0.14
C -0.1204 1.0986 5.9732 -0.41 -0.14 0.35
C -0.9336 -0.0041 5.7016 0.24 -0.01 -0.28
C -0.6992 -0.7051 4.5473 -0.27 -0.39 0.01
N 0.2737 -0.3814 3.6700 1.83 1.38 -0.39
C 1.1433 0.7127 3.8803 0.08 1.06 1.40
C 3.8768 -0.4264 -0.2691 -0.23 0.15 0.38
C 3.2769 -0.1730 -1.4918 0.00 -0.06 -0.05
C 3.2799 -1.1590 -2.4687 0.04 0.00 0.05
C 3.8765 -2.3875 -2.2142 0.02 0.02 0.04
C 4.4729 -2.6319 -0.9827 -0.02 0.10 -0.03
C 4.4742 -1.6483 -0.0037 -0.01 -0.05 -0.07
H 3.7813 2.6589 2.7950 -0.06 -0.16 -0.12
H 3.3229 3.8705 4.8313 0.00 0.00 -0.01
H 1.5026 3.1434 6.3272 -0.16 -0.13 0.04
H -0.2842 1.6715 6.8793 0.14 0.10 -0.06
H -1.7292 -0.3002 6.3738 -0.04 -0.04 -0.04
H -1.2935 -1.5679 4.2690 0.01 0.02 -0.02
H 2.8150 0.7875 -1.6723 -0.02 0.02 0.06
H 2.8081 -0.9683 -3.4239 -0.06 -0.01 -0.02
H 3.8711 -3.1595 -2.9757 -0.02 0.00 0.00
H 4.9329 -3.5912 -0.7795 -0.02 -0.02 0.00
H 4.9303 -1.8214 0.9602 -0.04 0.02 0.05
C -0.2671 -0.5742 0.2696 0.66 0.36 0.97
Ge -1.4719 -0.2866 -1.2029 1.34 -0.51 1.39
C -3.1256 -1.2771 -0.9163 -0.30 -0.12 -0.47
C -3.8723 -1.0356 0.2365 -0.18 -0.17 -0.03
C -5.0503 -1.7334 0.4759 0.09 0.04 -0.03
C -5.4972 -2.6825 -0.4364 0.02 0.00 -0.03
C -4.7627 -2.9314 -1.5879 0.04 0.02 0.02
C -3.5835 -2.2305 -1.8273 -0.28 -0.02 0.23
C -0.6343 -0.8674 -2.8644 -0.33 0.10 -0.41
C -0.4147 0.0140 -3.9245 0.16 -0.28 -0.15
C 0.2016 -0.4233 -5.0939 0.01 0.00 0.06
C 0.5995 -1.7483 -5.2172 -0.01 0.01 0.00
C 0.3912 -2.6323 -4.1651 -0.04 0.04 0.07
C -0.2177 -2.1931 -2.9954 0.07 0.02 -0.23
C -1.9592 1.5935 -1.3117 -0.13 0.14 -0.22
C -1.4050 2.5153 -0.4263 -0.05 0.21 -0.04
C -1.7574 3.8596 -0.4982 -0.06 -0.04 -0.06
C -2.6666 4.2931 -1.4559 0.04 -0.05 0.03
C -3.2263 3.3813 -2.3423 0.00 -0.07 -0.02
C -2.8742 2.0375 -2.2685 0.04 0.27 0.15
H -3.5269 -0.3051 0.9593 0.06 0.00 0.01
H -5.6192 -1.5403 1.3778 0.00 0.00 0.01
H -6.4146 -3.2282 -0.2481 -0.01 -0.01 0.01
H -5.1086 -3.6721 -2.3006 0.00 -0.01 0.00
H -3.0220 -2.4347 -2.7318 0.04 0.03 -0.01
H -0.7171 1.0515 -3.8435 -0.03 0.01 0.04
H 0.3709 0.2704 -5.9099 0.01 0.01 0.00
H 1.0802 -2.0892 -6.1270 0.00 0.00 0.00
H 0.7139 -3.6631 -4.2524 0.01 -0.01 0.01
H -0.3595 -2.8869 -2.1744 0.03 0.02 0.05
H -0.6928 2.1849 0.3222 0.02 -0.10 -0.03
H -1.3203 4.5694 0.1934 0.01 -0.01 0.01
H -2.9393 5.3407 -1.5111 0.00 0.01 0.00
H -3.9376 3.7172 -3.0891 0.00 0.00 0.00
H -3.3199 1.3309 -2.9615 -0.01 -0.02 0.00
O 1.6934 -2.5611 1.8211 0.01 0.39 0.27

---

Entry 2:
16
Properties=species:S:1:pos:R:3:forces:R:3 method="wB97M-V/def2-TZVPD" molar_mass_g_mol=86.1 homo_energy_ha=-0.305 fmax_ev_per_a=1.91 orbital_gap_ev=9.191 lumo_ev=0.8921 relative_energy_kj_mol=285.7 energy_ha=-271.643804
C -0.9302 -1.1139 -1.5386 0.00 0.02 -0.06
C -1.0023 -0.1156 -0.3830 -0.18 0.10 -0.02
C 0.3751 0.4072 0.0715 -0.06 0.00 -0.01
C 0.3089 1.5438 1.0802 0.02 0.09 0.07
C 1.1471 -0.7900 0.4544 -0.43 0.24 -0.61
O 1.9587 -0.6432 1.4890 -0.40 -0.84 -0.82
H -0.3001 -1.9662 -1.2708 -0.16 0.15 -0.07
H -1.9282 -1.4796 -1.8039 0.14 0.09 0.03
H -0.4907 -0.6460 -2.4283 -0.09 -0.06 0.11
H -1.6188 0.7457 -0.6604 0.00 -0.06 0.01
H -1.4966 -0.5847 0.4801 0.09 0.09 -0.12
H 0.9193 0.7283 -0.8375 -0.09 0.01 0.08
H -0.2850 1.2517 1.9545 0.10 0.06 -0.13
H 1.3105 1.8170 1.4260 -0.16 0.01 -0.02
H -0.1558 2.4236 0.6275 0.03 -0.05 0.10
H 2.1882 -1.5782 1.3394 1.20 0.15 1.47

---

Entry 3:
13
Properties=species:S:1:pos:R:3:forces:R:3 method="wB97M-V/def2-TZVPD" molar_mass_g_mol=83.1 homo_energy_ha="-0.393 / -0.625" fmax_ev_per_a=7.42 orbital_gap_ev="7.736 / 8.595" multiplicity=3 lumo_ev="-2.9514 / -8.4182" total_charge=+1 relative_energy_kj_mol=355.6 energy_ha=-265.589060
C -2.0280 1.8441 1.1476 -1.69 1.90 1.78
C 0.3515 -0.1722 -1.2611 -1.49 2.71 2.08
C 1.5420 -0.5078 -0.3472 1.35 0.37 1.89
C -0.5468 -0.6357 -0.1238 -2.39 0.56 -4.56
N 0.5095 -0.9458 0.6478 6.10 -0.32 4.21
N -1.2804 1.1017 0.7258 1.02 0.88 0.44
H -2.6439 2.5919 1.7184 0.69 -1.16 -1.15
H 0.1204 0.9137 -1.5601 0.94 -1.55 0.30
H 0.3622 -0.8247 -2.0115 -0.33 -2.12 -3.71
H 2.3287 -1.3554 -0.4906 -1.48 1.25 -0.25
H 2.2128 0.4339 -0.0867 -1.38 -1.76 0.20
H -1.4770 -1.0475 0.0571 -1.56 -1.09 -0.43
H 0.5489 -1.3961 1.5842 0.20 0.35 -0.80

---

Entry 4:
11
Properties=species:S:1:pos:R:3:forces:R:3 method="wB97M-V/def2-TZVPD" molar_mass_g_mol=169.3 homo_energy_ha="-0.323 / -0.324" fmax_ev_per_a=3.28 orbital_gap_ev="6.266 / 6.268" lumo_ev="-2.5350 / -2.5348" relative_energy_kj_mol=136.2 energy_ha=-1477.685376
C -1.1561 0.1334 0.1972 -1.69 1.77 1.90
C -0.5433 -0.5721 -0.8739 -0.64 2.75 -1.66
N -0.5201 0.2080 1.4398 0.36 -1.23 -1.28
O 2.0850 1.5282 -0.7181 -0.66 0.09 0.92
O 2.5744 -0.8138 -0.9638 0.81 -1.40 0.02
S -2.6433 0.9814 0.0415 1.69 -0.98 0.03
S 0.9745 -0.6045 1.7535 -1.20 1.62 -1.04
S 1.7378 0.1750 -0.4044 -2.20 -0.06 -0.77
H -0.3551 -1.5745 -0.6802 0.90 -1.82 0.11
H -1.1217 -0.2986 -1.8566 1.85 -0.58 1.66
H -1.0321 0.8376 2.0651 0.79 -0.16 0.12

---

Entry 5:
64
Properties=species:S:1:pos:R:3:forces:R:3 method="wB97M-V/def2-TZVPD" molar_mass_g_mol=395.6 homo_energy_ha=-0.366 fmax_ev_per_a=3.27 orbital_gap_ev=4.838 lumo_ev=-5.1171 total_charge=+1 energy_ha=-1424.802564
C -0.3663 3.3388 -0.4359 -0.60 -1.65 -2.25
C -1.1018 4.4480 0.0915 -1.39 1.32 0.41
C -0.6219 5.2481 1.1467 -0.29 -0.54 -0.68
C -1.3929 6.3023 1.6243 -0.50 0.30 -0.05
C -2.6548 6.5709 1.0715 0.29 -0.26 -0.13
C -3.1495 5.7738 0.0260 0.10 0.06 0.04
C -2.3902 4.7239 -0.4574 0.64 0.27 0.61
C -0.8840 2.5445 -1.4265 1.25 0.70 1.36
C -0.2328 1.2284 -1.6926 -0.35 -0.36 -0.49
C -0.6006 0.4868 -2.9817 -0.38 0.58 0.05
C -0.5105 -0.9029 -3.0541 0.02 -0.03 -0.48
C -0.9531 -1.5839 -4.2032 0.20 0.32 0.48
C -1.5216 -0.8901 -5.2727 -0.05 0.12 0.42
C -1.6235 0.4986 -5.1954 0.44 0.14 0.38
C -1.1296 1.1894 -4.0766 0.13 -0.53 -0.09
H 0.6229 3.0879 -0.0467 -0.21 0.20 -0.03
H 0.3578 5.0100 1.5671 -0.24 0.22 -0.06
H -1.0058 6.9327 2.4267 -0.17 -0.18 -0.21
H -3.2581 7.3988 1.4309 0.17 -0.08 0.05
H -4.1246 5.9626 -0.4419 0.42 0.07 0.40
H -2.7881 4.1098 -1.2637 0.09 0.35 0.30
H -1.8876 2.6469 -1.8405 0.42 0.19 0.13
H 0.8453 1.2744 -1.5445 0.09 -0.02 0.05
H -0.0351 -1.4303 -2.2165 -0.41 0.09 -0.34
H -0.8628 -2.6624 -4.2458 0.00 -0.01 -0.04
H -1.8999 -1.4283 -6.1419 0.14 0.16 0.24
H -2.0654 1.0568 -6.0109 0.06 -0.01 -0.02
H -1.1064 2.2797 -4.0588 -0.27 -0.27 -0.02
C -0.7004 -0.2694 3.9556 -0.04 -0.10 0.37
C 0.4946 -0.1241 3.0183 0.21 0.12 0.44
C 0.3413 1.1861 2.2392 0.05 0.23 -0.37
C 1.8062 -0.0840 3.8022 0.02 -0.13 0.13
N 0.6039 -1.3037 2.1287 1.25 -0.90 1.07
C -0.5222 -2.2283 1.9952 -1.04 -0.05 -0.14
C -0.0493 -3.3221 1.0254 -1.16 -0.53 -0.93
N 1.3072 -2.9732 0.6159 1.23 -0.47 1.11
C 2.0266 -3.8254 -0.3802 0.11 -0.42 -0.01
C 1.2712 -5.1332 -0.5812 0.03 -0.69 0.07
C 3.4071 -4.0552 0.2368 -0.21 -0.14 0.20
C 2.2069 -3.1800 -1.7602 0.11 0.28 -0.25
P 2.0424 -2.1453 1.8695 -1.89 1.50 -2.22
H -0.6830 0.7166 -0.8440 0.35 -1.09 0.02
H -0.6327 -1.2091 4.5320 -0.13 0.48 -0.10
H -0.6610 0.5785 4.6516 -0.15 -0.31 -0.08
H -1.6668 -0.2272 3.4240 0.44 -0.04 0.22
H 1.2292 1.4250 1.6317 -0.27 -0.22 0.17
H -0.5402 1.2036 1.5864 0.16 -0.15 0.10
H 0.2081 2.0048 2.9606 0.07 -0.22 -0.16
H 2.6551 0.0838 3.1254 -0.10 0.24 0.20
H 1.7807 0.6956 4.5663 0.13 -0.06 -0.15
H 1.9804 -1.0594 4.2786 -0.08 0.28 0.22
H -0.7486 -2.6981 2.9850 0.00 0.56 -0.83
H -1.4296 -1.7016 1.6283 0.61 -0.34 0.22
H -0.0412 -4.3220 1.5427 -0.19 0.97 -0.71
H -0.6756 -3.3691 0.1035 0.23 -0.10 0.87
H 0.2985 -5.0295 -1.0906 0.40 0.17 0.26
H 1.8862 -5.7683 -1.2289 -0.13 0.04 0.18
H 1.1177 -5.6662 0.3706 0.09 0.07 -0.38
H 3.9224 -3.0894 0.2996 0.27 -0.25 -0.13
H 3.2485 -4.4119 1.2632 0.31 -0.21 -0.17
H 4.0127 -4.7840 -0.3121 -0.12 0.30 0.04
H 2.7368 -2.2220 -1.7126 -0.14 -0.11 0.07
H 2.8208 -3.8617 -2.3654 -0.05 0.15 0.25
H 1.2873 -3.0459 -2.3384 0.00 0.00 0.38

---

Entry 6:
83
Properties=species:S:1:pos:R:3:forces:R:3 method="wB97M-V/def2-TZVPD" molar_mass_g_mol=614.6 homo_energy_ha=-0.448 fmax_ev_per_a=1.67 orbital_gap_ev=9.194 lumo_ev=-3.0085 total_charge=+1 relative_energy_kj_mol=0.0 energy_ha=-4851.202187
C -3.6198 2.3858 1.4739 -0.18 0.15 0.04
O -3.1094 1.2287 2.0962 0.00 -0.29 -0.27
C -1.8264 1.3344 2.6488 -0.11 -0.26 0.70
C -0.8435 0.5560 1.7972 0.39 -0.08 -1.54
C -1.1635 -0.9451 1.6980 -0.53 0.20 0.26
C -2.2387 -1.3814 2.6564 -0.56 -0.38 1.36
O -2.1611 -1.3570 3.8489 0.01 0.00 -1.23
Br -3.8724 -2.0471 1.8141 0.25 0.14 0.33
N -1.0326 1.1179 0.3849 -0.61 -0.26 0.06
C -0.3567 2.2438 0.2954 -0.01 0.38 0.01
N -0.4674 3.2450 -0.5720 0.56 -0.40 -0.26
C -1.4728 3.3239 -1.6301 0.08 0.16 0.31
C -0.9705 3.2048 -3.0407 0.22 -0.03 -0.23
C -2.0375 3.3999 -4.0479 0.09 0.19 0.36
N 0.2112 2.9846 -3.4111 0.44 -0.24 0.15
P 0.5982 4.6369 -0.4421 -0.54 1.56 0.26
S -0.3841 6.2441 -0.0827 -0.02 -0.16 -0.11
N 0.5538 2.3098 1.2864 0.76 -0.50 0.28
C 0.6621 0.9565 1.9355 -0.96 0.85 0.58
C 1.5664 0.0532 1.1111 0.51 0.47 0.05
C 2.6924 0.7869 0.3756 0.12 -0.32 -0.23
C 2.5842 0.4924 -1.1113 0.20 -0.58 0.03
C 3.1332 -0.9126 -1.3525 -0.18 -0.36 -0.30
C 2.5820 -1.6807 -2.5583 -0.19 0.14 0.83
C 1.4928 -2.6682 -2.1343 0.07 -0.05 -0.40
C 0.3775 -2.8929 -3.1455 0.30 -0.03 0.40
C -0.9729 -2.9359 -2.5237 -0.04 0.36 0.46
O -1.1720 -4.2080 -1.9102 0.08 -0.18 -0.10
C -2.4486 -4.5445 -1.6390 -0.47 -1.21 -0.07
C -3.3961 -3.4525 -1.2665 0.00 0.04 0.12
O -2.7916 -5.7022 -1.6693 0.52 0.67 0.11
C 1.1605 1.2877 3.3479 0.27 -0.52 -0.01
C 1.9125 0.2419 4.1692 -0.06 -0.18 -0.14
C 3.3836 0.1597 3.8365 -0.17 -0.18 -0.18
C 1.2515 -1.1300 4.2194 0.20 0.47 0.14
H -4.2037 2.0952 0.6172 -0.25 -0.27 -0.41
H -4.2789 2.9250 2.1323 -0.25 0.25 0.44
H -2.8496 3.0745 1.1455 0.37 0.18 -0.05
H -1.8525 0.8890 3.6291 0.01 -0.08 0.49
H -1.5492 2.3668 2.7939 0.23 0.48 -0.13
H -1.4904 -1.1835 0.7056 -0.06 -0.10 -0.52
H -0.3051 -1.5554 1.9043 0.52 -0.25 0.23
H -1.9514 1.0405 -0.0224 -0.02 -0.25 -0.31
H -1.9575 4.2828 -1.5277 -0.24 0.48 0.04
H -2.2527 2.5987 -1.4954 -0.34 -0.53 0.32
H -1.6403 3.2001 -5.0188 0.12 -0.05 -0.62
H -2.4076 4.4114 -3.9788 -0.22 0.42 -0.14
H -2.8545 2.7404 -3.8281 -0.62 -0.40 -0.04
H 0.8318 2.8465 -2.6153 0.17 -0.12 0.01
H 1.5032 4.3255 0.5663 0.13 -0.47 -0.25
H 1.3234 4.6337 -1.6329 0.07 -0.31 -0.08
H 0.3887 3.0537 1.9440 0.28 0.38 0.11
H 1.9865 -0.6940 1.7520 0.05 -0.37 0.45
H 1.0228 -0.4991 0.3682 -0.60 -0.19 -0.34
H 3.6451 0.3774 0.6654 0.48 -0.02 0.41
H 2.7183 1.8363 0.6150 -0.04 0.41 0.02
H 1.5426 0.4989 -1.4073 -0.45 0.29 -0.33
H 3.1553 1.1738 -1.7226 0.01 0.47 -0.24
H 2.9194 -1.5356 -0.4967 -0.02 -0.17 0.55
H 4.2070 -0.8646 -1.3982 0.57 0.18 -0.04
H 3.3868 -2.2587 -2.9705 0.37 -0.05 -0.64
H 2.1975 -0.9794 -3.2825 -0.01 0.20 -0.51
H 1.9635 -3.6275 -1.9965 0.25 -0.38 0.45
H 1.0776 -2.3869 -1.1714 -0.21 0.21 0.30
H 0.5253 -3.8574 -3.5949 0.08 -0.23 -0.68
H 0.3797 -2.1199 -3.8974 0.01 0.29 -0.39
H -1.0675 -2.1483 -1.7744 -0.08 0.19 0.22
H -1.7245 -2.7666 -3.2660 -0.61 -0.02 -0.54
H -2.9520 -2.7221 -0.6092 0.27 0.26 -0.09
H -4.1985 -3.9100 -0.7267 -0.51 -0.31 0.23
H -3.8220 -2.9634 -2.1283 -0.01 0.21 -0.39
H 1.8277 2.1275 3.2273 0.38 0.41 0.02
H 0.3423 1.6452 3.9521 -0.52 0.20 0.13
H 1.8812 0.6035 5.1832 -0.15 0.37 0.47
H 3.5647 -0.0747 2.8003 0.12 -0.10 -0.37
H 3.8765 1.0904 4.0530 0.36 0.40 0.16
H 3.8199 -0.6336 4.4185 0.40 -0.22 0.33
H 1.4488 -1.5592 5.1845 0.03 -0.35 0.45
H 1.6594 -1.8178 3.4966 -0.04 -0.27 -0.46
H 0.1851 -1.0269 4.1257 -0.50 -0.26 -0.05
O 0.8931 -5.9779 -3.7208 0.02 -0.15 0.01
H 0.3367 -6.3693 -3.0385 -0.09 0.08 0.04
H 0.9237 -6.6407 -4.4169 0.05 -0.01 -0.04